(one)
{"formula": "C7H13NO2", "method": "wB97M-V/def2-TZVPD", "symbols": ["C", "C", "N", "C", "C", "O", "C", "C", "C", "O", "H", "H", "H", "H", "H", "H", "H", "H", "H", "H", "H", "H", "H"], "positions_angstrom": [[-0.90, -2.30, -1.67], [-1.66, -1.74, -0.49], [-1.02, -1.96, 0.92], [-1.08, -0.80, 0.46], [-0.76, 0.65, 0.50], [-1.41, 1.29, -0.56], [0.80, 0.85, 0.41], [1.52, 0.03, 1.47], [1.08, 2.34, 0.58], [1.24, 0.41, -0.86], [-1.32, -1.91, -2.60], [0.15, -2.01, -1.60], [-0.96, -3.38, -1.69], [-2.74, -1.90, -0.50], [-1.13, 1.08, 1.44], [-1.39, 0.65, -1.33], [1.32, -1.03, 1.33], [2.59, 0.20, 1.38], [1.19, 0.31, 2.46], [0.86, 2.66, 1.60], [0.47, 2.93, -0.10], [2.13, 2.54, 0.38], [1.00, 1.08, -1.51]], "mulliken_charge": [-1.166, -0.196, -0.796, 0.293, 0.151, -0.606, 1.233, -1.681, -1.707, -0.584, 0.319, 0.256, 0.357, 0.465, 0.507, 0.388, 0.400, 0.442, 0.351, 0.375, 0.410, 0.417, 0.371], "spin_multiplicity": 1, "lumo_ev": 0.68, "homo_lumo_gap_ha": 0.374}

---

(two)
{"formula": "C7H13NO2", "method": "wB97M-V/def2-TZVPD", "symbols": ["H", "N", "C", "O", "C", "C", "C", "O", "C", "C", "C", "H", "H", "H", "H", "H", "H", "H", "H", "H", "H", "H", "H"], "positions_angstrom": [[-3.83, 1.86, -1.52], [-3.74, 1.12, -0.74], [-2.45, 0.78, -0.69], [-1.80, -0.01, 0.25], [-0.25, -0.49, 0.11], [-0.27, -1.18, -1.27], [-0.16, -1.55, 1.22], [0.07, -2.69, 0.89], [0.89, 0.47, 0.09], [2.22, -0.35, -0.01], [0.89, 1.42, 1.37], [-1.60, 1.09, -1.44], [-1.14, -1.90, -1.31], [0.64, -1.54, -1.49], [-0.54, -0.36, -2.03], [-0.34, -1.27, 2.24], [0.82, 1.11, -0.70], [2.54, -0.89, 0.92], [2.31, -0.93, -0.84], [3.02, 0.33, -0.17], [0.13, 1.32, 2.11], [1.79, 1.13, 1.83], [0.83, 2.52, 1.17]], "mulliken_charge": [0.269, -0.674, 0.435, -0.543, 0.783, -1.515, -0.393, -0.465, 0.439, -1.738, -1.414, 0.146, 0.324, 0.539, 0.350, 0.426, 0.641, 0.351, 0.427, 0.543, 0.391, 0.406, 0.272], "spin_multiplicity": 1, "lumo_ev": 0.56, "homo_lumo_gap_ha": 0.383}

---

Stability ranking, top and bottom: (one) is the most stable and (two) is the least stable.

---

(one)
{"formula": "C7H10N2O3S", "method": "wB97M-V/def2-TZVPD", "symbols": ["O", "S", "O", "N", "O", "N", "C", "C", "C", "C", "C", "C", "C", "H", "H", "H", "H", "H", "H", "H", "H", "H", "H"], "positions_angstrom": [[-2.21, -0.62, -2.53], [-1.16, -0.02, -1.74], [-0.68, 1.34, -2.06], [0.20, -0.95, -1.51], [-0.22, -2.20, -1.03], [-1.77, -0.03, -0.15], [-1.09, 0.95, 0.67], [0.32, 0.60, 1.42], [1.48, 1.35, 1.01], [2.74, 1.03, 1.42], [2.77, 0.00, 2.35], [1.70, -0.63, 3.01], [0.41, -0.42, 2.34], [0.91, -0.52, -0.96], [-0.80, -2.09, -0.25], [-2.79, 0.06, 0.03], [-1.82, 1.24, 1.56], [-0.80, 1.88, 0.04], [1.38, 2.22, 0.29], [3.64, 1.53, 0.85], [3.69, -0.35, 2.73], [1.72, -1.39, 3.79], [-0.51, -0.78, 3.00]], "mulliken_charge": [-0.585, 1.112, -0.599, -0.152, -0.406, -0.324, -0.900, 0.660, -0.158, -0.424, -0.311, -0.657, -0.337, 0.310, 0.362, 0.304, 0.395, 0.287, 0.187, 0.273, 0.363, 0.388, 0.215], "spin_multiplicity": 1, "lumo_ev": 0.46, "homo_lumo_gap_ha": 0.372}

---

(two)
{"formula": "C7H10N2O3S", "method": "wB97M-V/def2-TZVPD", "symbols": ["O", "C", "O", "C", "C", "C", "N", "N", "C", "H", "H", "H", "H", "C", "S", "O", "C", "H", "H", "H", "H", "H", "H"], "positions_angstrom": [[-4.09, 2.19, 2.04], [-3.57, 2.70, 1.04], [-3.45, 3.96, 0.82], [-2.96, 1.75, -0.05], [-1.68, 1.04, 0.22], [-1.18, 0.17, -0.91], [-1.83, -0.01, -2.08], [-2.95, 0.65, -2.23], [-3.60, 1.49, -1.37], [-1.10, 1.15, 1.16], [-0.20, -0.35, -0.75], [-3.42, 0.51, -3.13], [-4.55, 1.99, -1.66], [3.19, -2.55, 1.73], [3.19, -0.83, 1.18], [1.79, -0.48, 0.82], [4.08, -1.13, -0.36], [2.65, -2.61, 2.67], [2.69, -3.18, 0.99], [4.22, -2.89, 1.88], [3.53, -1.85, -0.98], [5.08, -1.52, -0.14], [4.16, -0.19, -0.90]], "mulliken_charge": [-0.607, 0.249, -0.654, 0.358, -0.258, -0.184, -0.798, 0.330, -0.084, 0.452, 0.484, 0.282, 0.436, -0.927, 0.429, -0.544, -0.931, 0.311, 0.300, 0.371, 0.303, 0.367, 0.314], "spin_multiplicity": 1, "lumo_ev": -1.33, "homo_lumo_gap_ha": 0.249}

---

Stability ranking, top and bottom: (two) is the most stable and (one) is the least stable.

---

(one)
{"formula": "C18H23N3O4S", "method": "wB97M-V/def2-TZVPD", "symbols": ["C", "C", "C", "C", "N", "C", "O", "C", "S", "C", "N", "C", "O", "C", "C", "C", "C", "C", "C", "O", "C", "C", "C", "C", "O", "N", "H", "H", "H", "H", "H", "H", "H", "H", "H", "H", "H", "H", "H", "H", "H", "H", "H", "H", "H", "H", "H", "H", "H"], "positions_angstrom": [[-1.97, -0.23, -3.87], [-1.12, 0.27, -2.70], [-1.27, -0.58, -1.45], [-0.66, -1.98, -1.61], [-0.71, -2.69, -0.35], [-0.64, -4.03, -0.26], [-0.64, -4.79, -1.20], [-0.57, -4.53, 1.19], [1.07, -4.21, 1.93], [0.94, -2.55, 2.43], [-0.20, -1.92, 2.35], [-0.23, -0.60, 2.67], [-1.43, -0.02, 2.57], [0.88, 0.11, 3.05], [0.83, 1.61, 3.20], [0.66, 2.20, 1.82], [1.72, 2.18, 0.93], [1.57, 2.63, -0.37], [0.34, 3.11, -0.80], [0.07, 3.58, -2.06], [1.12, 3.60, -3.00], [-0.72, 3.14, 0.10], [-0.56, 2.69, 1.39], [2.13, -0.57, 3.19], [3.20, -0.10, 3.52], [2.06, -1.95, 2.88], [-1.89, 0.45, -4.71], [-1.65, -1.21, -4.20], [-3.02, -0.29, -3.58], [-1.42, 1.29, -2.46], [-0.07, 0.29, -3.00], [-0.76, -0.08, -0.62], [-2.32, -0.67, -1.19], [-1.21, -2.57, -2.35], [0.38, -1.89, -1.94], [-0.65, -2.15, 0.50], [-1.31, -4.04, 1.83], [-0.69, -5.61, 1.20], [-2.08, -0.68, 2.31], [-0.01, 1.90, 3.83], [1.77, 1.93, 3.65], [2.68, 1.80, 1.25], [2.42, 2.60, -1.04], [0.68, 4.01, -3.91], [1.94, 4.24, -2.68], [1.50, 2.59, -3.21], [-1.67, 3.52, -0.25], [-1.40, 2.71, 2.07], [2.92, -2.48, 2.95]], "mulliken_charge": [-1.504, -0.232, 0.305, -0.751, 0.157, 0.630, -0.652, -0.730, -0.187, 0.343, -0.641, 0.644, -0.508, 0.353, -1.730, 0.027, -0.639, -0.669, 0.677, -0.439, -0.890, -0.418, 0.076, 0.314, -0.683, -0.086, 0.437, 0.351, 0.307, 0.210, 0.229, -0.218, 0.251, 0.384, 0.255, 0.177, 0.316, 0.412, 0.390, 0.431, 0.437, 0.467, 0.436, 0.243, 0.377, 0.308, 0.422, 0.354, 0.253], "spin_multiplicity": 1, "lumo_ev": 0.41, "homo_lumo_gap_ha": 0.319}

---

(two)
{"formula": "C18H23N3O4S", "method": "wB97M-V/def2-TZVPD", "symbols": ["C", "H", "O", "C", "C", "H", "H", "C", "N", "C", "O", "C", "C", "C", "C", "C", "C", "H", "H", "C", "O", "N", "C", "S", "N", "H", "C", "H", "H", "C", "H", "O", "C", "H", "C", "H", "H", "C", "H", "H", "H", "H", "H", "H", "H", "H", "H", "H", "H"], "positions_angstrom": [[-8.41, -0.58, 1.71], [-8.70, -1.17, 0.79], [-6.90, -0.59, 1.67], [-6.33, -0.40, 0.48], [-6.32, 0.96, 0.05], [-6.04, 1.58, 1.14], [-7.44, 1.38, 0.14], [-5.46, 1.47, -1.12], [-4.12, 1.11, -0.85], [-3.45, -0.04, -1.35], [-4.10, -0.47, -2.16], [-2.20, -0.18, -0.98], [-1.17, 0.55, -0.72], [0.13, 0.49, -0.17], [0.48, -0.95, -0.20], [-0.50, -1.97, -0.23], [-1.67, -1.78, -0.71], [-2.46, -2.44, -0.93], [-0.01, -2.86, -0.32], [1.82, -1.22, 0.48], [2.20, -2.41, 0.42], [2.58, -0.09, 0.75], [2.32, 1.24, 0.51], [3.24, 2.46, 0.93], [1.04, 1.54, -0.18], [0.88, 2.37, -0.04], [4.06, -0.69, 1.01], [4.03, -1.13, 1.74], [4.42, 0.35, 1.55], [4.96, -1.08, -0.08], [4.50, -1.86, -0.56], [6.18, -1.36, 0.20], [7.07, -0.14, 0.22], [7.97, -0.64, -0.25], [6.27, 0.75, -0.71], [5.98, 1.87, -0.11], [6.97, 1.19, -1.68], [5.13, 0.02, -0.99], [5.40, -0.47, -2.16], [4.13, 0.73, -1.35], [7.32, 0.17, 1.35], [-1.60, 1.84, -0.48], [-3.71, 1.48, 0.06], [-5.81, 0.73, -1.84], [-5.60, 2.57, -1.31], [-5.21, -0.80, 0.64], [-6.75, -1.01, -0.30], [-8.67, 0.31, 1.57], [-8.81, -0.90, 2.46]], "mulliken_charge": [-1.016, 0.280, -0.417, 0.118, -0.402, 0.240, 0.170, -0.802, -0.157, -0.281, -0.517, 0.439, 0.064, 0.404, 0.805, -0.984, -0.737, 0.545, 0.482, 0.434, -0.616, 0.004, 0.251, -0.331, -0.166, 0.240, -2.517, 1.320, 0.402, 0.391, 0.529, -0.556, -0.403, 0.269, -0.336, 0.032, 0.301, -0.240, 0.317, 0.085, 0.223, 0.092, 0.291, 0.326, 0.294, -0.079, 0.302, 0.463, 0.448], "spin_multiplicity": 1, "lumo_ev": -0.83, "homo_lumo_gap_ha": 0.295}

---

Stability ranking, top and bottom: (one) is the most stable and (two) is the least stable.

---

(one)
{"formula": "C8H11N2", "method": "wB97M-V/def2-TZVPD", "symbols": ["C", "C", "C", "C", "C", "C", "C", "C", "N", "N", "H", "H", "H", "H", "H", "H", "H", "H", "H", "H", "H"], "positions_angstrom": [[-0.64, -2.25, -0.45], [0.17, -1.88, 0.32], [-1.98, 2.35, -1.86], [-2.26, 1.09, -1.48], [-0.03, 1.21, -1.67], [2.40, -1.24, 0.99], [0.41, -0.64, 2.41], [1.09, -1.31, 1.16], [-0.60, 2.37, -1.98], [-1.07, 0.39, -1.44], [-0.99, -3.15, -0.76], [-2.57, 3.29, -1.93], [-3.25, 0.62, -1.48], [3.11, -0.88, 1.69], [1.00, 0.95, -1.83], [2.93, -1.41, 0.03], [0.77, -1.25, 3.21], [0.79, 0.40, 2.62], [-0.69, -0.75, 2.37], [0.00, 3.18, -2.28], [-0.84, -0.66, -1.15]], "mulliken_charge": [-0.663, -0.065, -0.252, -0.320, -0.087, -0.819, -1.189, 0.545, -0.099, 0.131, 0.401, 0.364, 0.380, 0.344, 0.379, 0.280, 0.381, 0.313, 0.354, 0.275, 0.346], "spin_multiplicity": 1, "charge": 1, "lumo_ev": -3.44, "homo_lumo_gap_ha": 0.352}

---

(two)
{"formula": "C8H11N2", "method": "wB97M-V/def2-TZVPD", "symbols": ["C", "C", "C", "C", "C", "C", "C", "C", "N", "N", "H", "H", "H", "H", "H", "H", "H", "H", "H", "H", "H"], "positions_angstrom": [[2.46, -1.09, 0.50], [1.47, 0.65, -0.84], [3.44, -0.15, 0.84], [2.49, 1.44, -0.32], [1.38, -0.63, -0.37], [0.44, -1.56, -0.72], [-1.78, 0.80, -0.47], [-1.05, 1.43, 0.66], [3.47, 1.15, 0.44], [-0.07, -2.52, -0.96], [2.46, -2.12, 0.86], [0.62, 1.21, -1.29], [4.23, -0.38, 1.65], [2.54, 2.48, -0.45], [-2.23, -0.16, -0.19], [-2.52, 1.49, -0.80], [-0.30, 0.81, 1.24], [-1.61, 2.02, 1.33], [-0.39, 2.28, 0.26], [-1.10, 0.80, -1.36], [-0.71, -3.36, -0.81]], "mulliken_charge": [-0.579, -0.367, -0.335, -0.323, 0.719, 0.029, -0.799, -0.747, -0.470, 0.065, 0.406, 0.552, 0.333, 0.482, 0.182, 0.349, 0.219, 0.403, 0.229, 0.283, 0.370], "spin_multiplicity": 1, "charge": 1, "lumo_ev": -5.54, "homo_lumo_gap_ha": 0.317}

---

Stability ranking, top and bottom: (one) is the most stable and (two) is the least stable.